No. 1
The following is a quantum chemistry calculation of a structure of composition C31H31FIrN2O7P, from the OMol25 dataset.

The calculation puts the largest force on an atom at 0.32 eV/A. Its spin multiplicity is 1.

CARTESIAN COORDINATES (ANGSTROEM)
Ir (-0.0057, 0.2249, -1.0903)
C (1.6210, 0.4064, 2.5551)
C (0.3538, 0.0199, 3.2484)
C (0.3907, -0.2979, 4.6024)
C (-0.7497, -0.6755, 5.2927)
C (-1.9630, -0.7371, 4.6301)
C (-2.0228, -0.4153, 3.2833)
C (-0.8787, -0.0436, 2.5763)
P (-1.1041, 0.5809, 0.8682)
C (-2.8752, 0.3200, 0.5645)
C (-3.7047, 1.4201, 0.3727)
C (-5.0469, 1.2484, 0.0671)
C (-5.5626, -0.0315, -0.0346)
C (-4.7405, -1.1296, 0.1732)
C (-3.3926, -0.9819, 0.4714)
C (-2.5438, -2.1983, 0.7183)
C (-0.8744, 2.3673, 1.0402)
C (-0.9251, 3.0886, 2.2258)
C (-0.6672, 4.4512, 2.2053)
C (-0.3617, 5.0772, 1.0033)
C (-0.3206, 4.3531, -0.1802)
C (-0.5809, 2.9881, -0.1745)
C (-0.6137, 2.1473, -1.4236)
H (2.4572, 0.4371, 3.2508)
H (1.5313, 1.3759, 2.0604)
H (1.8504, -0.3457, 1.8068)
H (1.3425, -0.2518, 5.1173)
H (-0.6879, -0.9202, 6.3454)
H (-2.8648, -1.0249, 5.1541)
H (-2.9798, -0.4484, 2.7801)
H (-3.3002, 2.4213, 0.4502)
H (-5.6794, 2.1115, -0.0934)
H (-6.6071, -0.1803, -0.2763)
H (-5.1510, -2.1288, 0.0922)
H (-3.0919, -3.1039, 0.4627)
H (-2.2419, -2.2707, 1.7661)
H (-1.6391, -2.1751, 0.1107)
H (-1.1483, 2.5872, 3.1603)
H (-0.6918, 5.0212, 3.1247)
H (-0.1481, 6.1384, 0.9895)
H (-0.0820, 4.8508, -1.1129)
H (0.0396, 2.5966, -2.1827)
H (-1.6329, 2.1464, -1.8286)
C (-0.3952, 0.8384, -5.1361)
C (-0.3751, -0.2110, -4.0468)
C (-0.0775, -1.6044, -4.5746)
O (0.7216, 0.1038, -3.1101)
C (-1.7343, -0.2691, -3.3003)
O (-2.7334, -0.2820, -3.9890)
O (-1.7190, -0.3985, -2.0097)
H (0.5442, 0.8261, -5.6935)
H (-0.5617, 1.8339, -4.7178)
H (-1.2166, 0.6259, -5.8156)
H (0.8537, -1.6002, -5.1427)
H (-0.8933, -1.9290, -5.2183)
H (0.0178, -2.3071, -3.7461)
H (1.1062, 0.9628, -3.3254)
F (5.2726, -4.3432, -2.4779)
C (5.1027, -3.6456, -1.3519)
C (4.7276, -2.3673, -1.3802)
N (4.5713, -1.6217, -0.2304)
C (4.0000, -0.2941, -0.3110)
C (2.5002, -0.3316, -0.5239)
O (1.9191, 0.8059, -0.6299)
O (1.8762, -1.3964, -0.5720)
C (4.7042, -2.1921, 1.0216)
O (4.4998, -1.5879, 2.0527)
N (5.1176, -3.5087, 1.0058)
C (5.3385, -4.3409, -0.0910)
O (5.6831, -5.4898, 0.0379)
H (4.5358, -1.8583, -2.3143)
H (4.4678, 0.2674, -1.1201)
H (4.2033, 0.2265, 0.6226)
H (5.2365, -3.9314, 1.9154)

Atoms 1-3, force components in eV/Å:
Ir -0.13 0.22 0.15
C 0.00 0.03 -0.05
C -0.12 -0.02 0.03

Atomic partial charges in e from the Löwdin method, atoms 1 to 5: Ir 1.20; C -0.03; C -0.26; C -0.04; C -0.07


No. 2
The following is a quantum chemistry calculation of a cluster of 5 separate species, C31H31FNO9 in total, from the OMol25 dataset.

As for the total charge: +1. The calculation puts the largest force on an atom at 0.91 eV/A. Its spin multiplicity is 1.

CARTESIAN COORDINATES (ANGSTROEM)
C (-2.4092, 2.3069, -4.8543)
C (-2.9881, 1.1888, -3.9900)
F (-3.8108, 0.3950, -4.8082)
C (-1.9567, 0.2325, -3.4340)
C (-1.1450, 0.6983, -2.2185)
C (-1.2923, 2.1297, -1.7570)
O (-0.7102, 2.2606, -0.4743)
C (0.6700, 1.9867, -0.4676)
C (1.0758, 0.7117, -1.1958)
N (0.3366, 0.5563, -2.4965)
H (-2.3167, 3.2172, -4.2789)
H (-3.0791, 2.4395, -5.6904)
H (-1.4500, 1.9860, -5.2438)
H (-3.6386, 1.5860, -3.2200)
H (-1.2642, -0.0238, -4.2303)
H (-2.4473, -0.6903, -3.1644)
H (-1.3218, 0.0645, -1.3639)
H (-0.7952, 2.7990, -2.4620)
H (-2.3215, 2.4287, -1.6538)
H (1.2686, 2.8194, -0.8416)
H (0.9468, 1.8433, 0.5664)
H (2.1361, 0.6903, -1.4014)
H (0.8700, -0.1778, -0.6201)
H (0.5927, 1.3446, -3.0941)
H (0.5488, -0.3290, -2.9610)
C (-1.9567, 5.1741, 0.7317)
C (-1.6255, 5.5265, 1.9699)
C (-2.5999, 6.2154, 2.8557)
O (-2.3000, 6.5391, 3.9822)
C (-3.9528, 6.4878, 2.3048)
C (-4.2811, 6.1281, 1.0660)
C (-3.3069, 5.4420, 0.1860)
O (-3.5980, 5.0963, -0.9428)
H (-1.2701, 4.6708, 0.0639)
H (-0.6462, 5.3351, 2.3899)
H (-4.6470, 6.9889, 2.9669)
H (-5.2613, 6.3144, 0.6465)
C (3.5750, -2.1506, 0.7166)
C (3.8493, -2.5275, 1.9620)
C (4.8672, -1.8114, 2.7745)
O (5.1086, -2.1498, 3.9108)
C (5.5668, -0.6636, 2.1436)
C (5.2893, -0.2888, 0.8972)
C (4.2693, -1.0001, 0.0923)
O (4.0071, -0.6497, -1.0447)
H (2.8406, -2.6609, 0.1054)
H (3.3522, -3.3629, 2.4390)
H (6.3050, -0.1574, 2.7522)
H (5.7871, 0.5441, 0.4171)
C (2.5787, -2.6425, 9.1912)
C (1.5459, -2.6077, 8.3532)
C (1.7445, -2.7098, 6.8869)
O (0.8055, -2.6727, 6.1173)
C (3.1334, -2.8546, 6.3905)
C (4.1674, -2.8874, 7.2254)
C (3.9714, -2.7850, 8.6939)
O (4.9112, -2.8155, 9.4569)
H (2.4585, -2.5689, 10.2645)
H (0.5238, -2.5040, 8.6943)
H (3.2564, -2.9269, 5.3192)
H (5.1884, -2.9884, 6.8799)
C (-1.2229, -4.9514, -4.7784)
C (-2.1015, -5.7722, -5.3478)
C (-3.3806, -5.2630, -5.9055)
O (-4.1821, -6.0062, -6.4216)
C (-3.6379, -3.8026, -5.8054)
C (-2.7573, -2.9845, -5.2356)
C (-1.4837, -3.4979, -4.6776)
O (-0.6699, -2.7544, -4.1545)
H (-0.2852, -5.3012, -4.3659)
H (-1.9312, -6.8376, -5.4321)
H (-4.5735, -3.4502, -6.2206)
H (-2.9305, -1.9187, -5.1595)

Atoms 1-3, force components in eV/Å:
C -0.17 -0.75 0.48
C -0.10 0.07 -0.57
F 0.12 0.01 0.08

Atomic partial charges in e from the Löwdin method, atoms 1 to 5: C 0.00; C -0.36; F -0.03; C -0.09; C -0.20


No. 3
The following is a quantum chemistry calculation of a structure of composition C31H31N5O6Ta, from the OMol25 dataset.

As for the total charge: +3. The calculation puts the largest force on an atom at 2.69 eV/A. Its spin multiplicity is 1.

CARTESIAN COORDINATES (ANGSTROEM)
Ta (-0.0112, -0.0067, 0.4599)
C (4.5109, 4.1847, -3.4185)
C (3.5521, 3.1848, -2.8611)
C (2.3496, 2.9039, -3.5196)
C (1.4155, 1.8970, -3.0493)
C (0.3240, 1.6414, -3.9649)
N (-0.5838, 0.7377, -4.1494)
C (-0.8795, -0.6204, -3.5644)
C (-2.3462, -0.9757, -3.8574)
C (-2.7891, -2.2091, -3.1074)
N (-2.8427, -1.9477, -1.6551)
C (-3.9292, -1.5520, -1.0806)
C (-3.9802, -1.2174, 0.3127)
C (-5.0819, -1.6911, 1.0302)
C (-5.0909, -1.6712, 2.4344)
C (-6.3260, -2.1044, 3.2512)
C (-3.9713, -1.2461, 3.1409)
C (-2.8465, -0.7782, 2.3839)
C (-1.6261, -0.4691, 3.1008)
N (-0.4471, -0.2570, 2.6758)
C (0.5748, 0.0489, 3.6806)
C (0.5754, 1.5410, 4.1999)
C (1.0012, 2.6037, 3.1280)
N (1.5947, 2.0604, 1.9420)
C (3.2783, 1.0870, 0.3069)
C (2.7886, 1.6502, -1.0606)
C (3.6852, 2.6235, -1.6011)
C (1.6533, 1.3521, -1.7661)
O (0.7075, 0.5329, -1.2500)
C (-2.8799, -0.6561, 0.9890)
O (-1.9463, -0.0050, 0.2720)
H (4.3791, 5.1779, -2.9168)
H (4.3756, 4.4134, -4.5023)
H (5.5606, 3.8727, -3.2199)
H (2.1114, 3.3007, -4.4595)
H (0.2980, 2.3939, -4.7396)
H (-1.1941, 1.0120, -4.9226)
H (-0.7576, -0.5723, -2.4384)
H (-0.1524, -1.2811, -4.1144)
H (-2.4010, -1.2852, -4.9068)
H (-3.0600, -0.1911, -3.6042)
H (-2.0101, -2.9342, -3.2336)
H (-3.7608, -2.6092, -3.4160)
H (-1.9815, -1.9361, -1.1850)
H (-4.8092, -1.4941, -1.7878)
H (-5.8415, -2.1874, 0.4611)
H (-6.7275, -3.0864, 2.9008)
H (-7.1454, -1.3789, 3.2222)
H (-6.0804, -2.2073, 4.3104)
H (-3.8745, -1.2047, 4.2530)
H (-1.6317, -0.4638, 4.2100)
H (1.5363, -0.3299, 3.3494)
H (0.4631, -0.6581, 4.5276)
H (1.2064, 1.6240, 5.0592)
H (-0.3486, 1.9015, 4.5794)
H (1.7564, 3.2019, 3.5166)
H (0.2311, 3.3440, 2.8004)
H (4.3140, 1.2407, 0.2577)
H (4.5228, 3.0837, -1.0116)
O (0.3906, -4.0380, 0.6658)
C (0.6816, -2.9186, 0.5527)
O (-0.2297, -1.9631, 0.1771)
C (1.9892, -2.3091, 0.7934)
C (3.0680, -3.1125, 0.9540)
C (4.3294, -2.5063, 0.8822)
C (4.3766, -1.1005, 0.6789)
C (3.2180, -0.3431, 0.5712)
N (2.0062, -0.9534, 0.7344)
C (2.8857, 1.8619, 1.5999)
O (3.7724, 2.3108, 2.3143)
O (0.6524, 1.6465, 1.0138)
H (2.9379, -4.1986, 1.1056)
H (5.1790, -3.1432, 0.9323)
H (5.3315, -0.6214, 0.6322)

Atoms 1-3, force components in eV/Å:
Ta -0.01 -0.76 -0.82
C 0.76 1.15 -0.01
C -1.66 0.32 -0.52

Atomic partial charges in e from the Löwdin method, atoms 1 to 5: Ta 1.94; C -0.03; C -0.23; C 0.08; C -0.07


| no. | E (Ha) |
| --- | --- |
| 1 | -2381.7812 |
| 2 | -2031.2679 |
| 3 | -1981.3330 |